[1]
ORCA calculation (ωB97M-V/def2-TZVPD) on C16H20I2N2O2PW as an isolated structure at a distorted geometry.

Geometry as ORCA input:
```
! wB97M-V def2-TZVPD RIJCOSX def2/J DEFGRID3
* xyz 3 1
W -0.506 -0.031 -0.161
I 4.029 5.742 -2.400
C 2.602 4.414 -1.719
C 1.254 4.760 -1.746
C 0.263 3.881 -1.296
I -1.726 4.417 -1.366
C 0.711 2.669 -0.822
O -0.235 1.721 -0.333
C 2.041 2.262 -0.765
C 2.430 0.923 -0.200
N 1.539 -0.162 -0.756
C 1.998 -1.556 -0.491
C 0.918 -2.478 -1.007
C 1.135 -3.805 -1.314
C 0.080 -4.566 -1.801
C -1.172 -3.981 -1.970
C -1.337 -2.661 -1.625
N -0.310 -1.915 -1.147
C 2.989 3.159 -1.232
H 0.957 5.728 -2.128
H 2.341 0.871 0.889
H 3.461 0.690 -0.469
H 1.556 -0.038 -1.777
H 2.152 -1.667 0.585
H 2.942 -1.757 -1.000
H 2.122 -4.232 -1.197
H 0.236 -5.606 -2.061
H -2.005 -4.542 -2.371
H -2.286 -2.154 -1.746
H 4.038 2.890 -1.213
C -2.639 -1.580 3.454
P -1.919 -0.400 2.348
C -3.025 -0.041 0.958
C -1.485 1.087 3.215
O -0.655 -0.950 1.524
H -3.604 -1.174 3.774
H -2.001 -1.699 4.333
H -2.797 -2.550 2.983
H -3.686 0.805 1.167
H -3.620 -0.919 0.694
H -2.582 0.250 -0.050
H -2.371 1.470 3.730
H -1.113 1.864 2.544
H -0.723 0.863 3.967
*
```

[2]
ORCA calculation (ωB97M-V/def2-TZVPD) on one molecule with the formula C11H22O2.

Geometry as ORCA input:
```
! wB97M-V def2-TZVPD RIJCOSX def2/J DEFGRID3
* xyz 0 1
C 2.569 0.110 -2.192
C 2.515 -1.339 -2.658
C 1.226 -2.070 -2.275
C 1.059 -2.301 -0.768
C 0.218 -1.238 -0.055
C -1.277 -1.397 -0.321
C -2.121 -0.227 0.191
C -2.102 -0.060 1.717
C -1.070 0.950 2.219
C -1.500 2.397 1.968
C -0.340 3.350 2.086
O 0.807 3.096 1.842
O -0.735 4.568 2.484
H 0.023 5.171 2.530
H -2.290 2.712 2.651
H -1.882 2.498 0.949
H -0.919 0.811 3.292
H -0.112 0.790 1.727
H -1.900 -1.031 2.174
H -3.089 0.259 2.062
H -1.771 0.691 -0.285
H -3.150 -0.390 -0.135
H -1.628 -2.323 0.140
H -1.443 -1.487 -1.397
H 0.400 -1.319 1.018
H 0.533 -0.244 -0.377
H 2.048 -2.341 -0.308
H 0.588 -3.272 -0.600
H 0.373 -1.510 -2.661
H 1.233 -3.039 -2.781
H 3.370 -1.883 -2.247
H 2.607 -1.360 -3.747
H 1.696 0.657 -2.542
H 3.456 0.599 -2.591
H 2.610 0.174 -1.108
*
```

Properties
SMILES string: CCCCCCCCCCC(=O)O
Energy above the lowest of the compared OMol25 structures with the same formula, charge and spin in kJ/mol: 28.6

For each record above, in turn, the calculated total energy values are -51280.661 -15859.755 eV.